Record 1
Entry from the Open Molecules 2025 dataset: a structure of composition C18H27LuN2O4P2S2 at a distorted geometry (ωB97M-V/def2-TZVPD).

```
56
Properties=species:S:1:pos:R:3:lowdin_charge:R:1
Lu 0.200 -0.448 -0.189 1.276
P 1.359 -0.208 2.357 0.724
C 2.459 1.133 2.101 -0.238
C 2.749 1.574 0.801 -0.340
N 1.989 1.234 -0.308 -0.014
C 2.056 2.072 -1.362 -0.329
C 3.136 2.915 -1.595 0.021
C 4.043 3.119 -0.559 0.009
C 3.815 2.485 0.639 0.013
C 0.949 2.056 -2.384 -0.245
P -0.755 1.755 -1.588 0.893
H 4.404 2.665 1.539 0.137
H 3.192 3.412 -2.551 0.134
H 4.890 3.792 -0.695 0.140
H 0.964 3.018 -2.929 0.113
H 1.171 1.256 -3.114 0.116
H 1.815 3.019 2.940 0.005
H 3.145 1.456 2.879 0.109
H -0.406 3.396 2.530 0.007
O 1.200 3.402 3.580 -0.034
H 1.443 4.317 3.682 0.071
H -0.636 1.155 0.315 -0.047
O -1.128 3.116 1.925 -0.092
H -0.926 2.171 1.708 -0.030
C -1.294 3.511 -1.613 -0.213
H -1.218 3.974 -2.610 0.080
H -2.348 3.530 -1.309 0.069
H -0.707 4.096 -0.895 0.060
C -1.560 1.211 -3.148 -0.227
H -2.614 1.454 -3.058 0.068
H -1.165 1.709 -4.037 0.079
H -1.479 0.140 -3.311 0.006
C 2.472 -1.648 2.722 -0.229
H 2.930 -1.482 3.715 0.064
H 1.849 -2.560 2.738 0.044
H 3.251 -1.713 1.942 0.056
C 0.797 0.162 4.079 -0.215
H 0.124 -0.656 4.377 0.059
H 1.683 0.186 4.740 0.072
H 0.290 1.140 4.106 0.041
O -0.457 -3.251 -3.402 -0.249
S -1.576 -2.750 -2.666 0.673
O -2.413 -1.747 -3.253 -0.278
N -1.003 -2.137 -1.192 -0.309
C -1.471 -2.770 -0.090 -0.756
S -1.020 -2.140 1.439 0.622
C -2.359 -3.870 -0.410 -0.218
C -3.087 -4.718 0.451 0.019
C -3.853 -5.744 -0.112 -0.020
C -3.926 -5.926 -1.510 0.002
C -3.262 -5.011 -2.347 -0.006
C -2.505 -3.988 -1.801 -0.203
H -3.029 -4.548 1.530 0.125
H -4.395 -6.419 0.552 0.125
H -4.482 -6.772 -1.935 0.133
H -3.303 -5.124 -3.413 0.127
```

The calculation puts the lowest unoccupied orbital energy (alpha / beta) at -8.25 / -8.58 eV. As for the energy above the lowest of the compared OMol25 structures with the same formula, charge and spin: 0.000 eV. The total energy is -104126.60583 eV. The net charge is +2.

=====

Record 2
Entry from the Open Molecules 2025 dataset: a structure of composition C18H27N2O6P2Y at a distorted geometry (ωB97M-V/def2-TZVPD).

```
56
Properties=species:S:1:pos:R:3:lowdin_charge:R:1
Y -0.614 -1.225 0.203 1.444
P -2.469 0.982 1.012 0.847
C -3.311 0.129 -0.404 -0.345
C -2.676 0.312 -1.748 -0.325
N -1.444 -0.231 -1.905 0.033
C -0.832 -0.165 -3.093 -0.309
C -1.409 0.501 -4.189 0.015
C -2.720 0.995 -4.055 0.012
C -3.367 0.870 -2.825 0.018
C 0.560 -0.709 -3.244 -0.184
P 1.093 -1.996 -2.040 0.942
H -4.410 1.167 -2.676 0.139
H -0.838 0.621 -5.102 0.129
H -3.222 1.481 -4.907 0.140
H 0.686 -1.147 -4.252 0.132
H 1.280 0.119 -3.148 0.125
H -3.232 -1.055 -0.167 0.072
H -4.344 0.497 -0.425 0.104
H -1.274 -3.372 0.403 -0.073
O -2.475 -2.504 -0.181 -0.398
H -2.877 -3.195 -0.739 0.052
H 0.717 -2.252 -0.736 -0.030
O -0.404 -3.510 0.668 -0.040
H 0.113 -3.284 1.400 0.035
C 0.560 -3.502 -2.843 -0.166
H 0.992 -3.432 -3.853 0.084
H 0.935 -4.364 -2.298 0.083
H -0.539 -3.540 -2.891 0.085
C 2.866 -2.001 -2.049 -0.159
H 3.259 -2.513 -1.165 0.088
H 3.162 -2.543 -2.959 0.091
H 3.246 -0.974 -2.078 0.083
C -2.397 2.694 0.424 -0.239
H -3.285 3.269 0.732 0.065
H -1.503 3.135 0.875 0.043
H -2.296 2.732 -0.664 0.046
C -3.803 0.999 2.254 -0.251
H -3.295 1.084 3.223 0.049
H -4.483 1.849 2.117 0.061
H -4.366 0.057 2.235 0.061
O 1.141 -1.307 1.770 -0.109
C 1.405 -0.063 1.495 -0.533
O 0.872 0.472 0.437 -0.167
C 2.303 0.743 2.318 -0.141
C 2.337 2.143 2.154 0.019
C 3.103 2.904 3.015 0.041
C 3.815 2.259 4.046 -0.114
C 3.786 0.853 4.213 0.057
C 2.994 0.114 3.351 0.015
N 4.590 3.056 4.933 -0.307
O 4.593 4.299 4.773 0.081
O 5.253 2.528 5.853 0.093
H 1.789 2.615 1.353 0.120
H 3.157 3.987 2.920 0.133
H 4.349 0.379 5.005 0.131
H 2.928 -0.960 3.459 0.127
```

The calculation puts the lowest unoccupied orbital energy at -7.26 eV. As for the energy above the lowest of the compared OMol25 structures with the same formula, charge and spin: 1.960 eV. The total energy is -53974.84421 eV. The net charge is +2.

=====

Record 3
Entry from the Open Molecules 2025 dataset: a cluster of 3 separate species, C18H27N3O6 in total at a distorted geometry (ωB97M-V/def2-TZVPD).

```
54
Properties=species:S:1:pos:R:3:lowdin_charge:R:1
C -3.448 3.725 3.396 -0.119
C -2.425 2.684 2.752 -0.212
C -1.775 1.870 3.954 -0.228
O -0.717 1.026 3.459 -0.188
C -1.211 -0.296 3.155 -0.146
C -0.577 -0.771 1.796 -0.065
C -0.024 0.213 0.889 0.066
C 0.621 -0.162 -0.423 -0.187
N 1.099 0.882 -1.211 0.164
C 1.615 0.426 -2.381 -0.240
C 2.160 1.485 -3.417 -0.082
C 1.130 1.435 -4.639 -0.226
O -0.023 1.703 -4.362 0.030
C 1.664 -1.017 -2.769 -0.072
N 1.220 -2.055 -2.014 0.123
C 0.677 -1.578 -0.824 -0.212
C 0.091 -2.603 0.115 0.051
C -0.518 -2.230 1.384 -0.173
O -1.112 -3.135 2.288 -0.036
N -0.689 -4.427 2.085 -0.035
O -1.478 -5.177 2.539 0.076
H -2.944 4.721 3.531 0.072
H -3.811 3.365 4.399 0.070
H -4.353 3.870 2.746 0.071
H -1.613 3.210 2.172 0.111
H -2.971 2.022 2.021 0.094
H -2.560 1.317 4.538 0.123
H -1.340 2.650 4.647 0.131
H -0.839 -0.961 3.996 0.140
H -2.334 -0.268 3.123 0.136
H -0.092 1.288 1.170 0.114
H 2.112 2.511 -2.946 0.126
H 3.212 1.256 -3.747 0.111
H 1.423 1.129 -5.684 0.127
H 2.101 -1.267 -3.773 0.125
H 0.076 -3.696 -0.144 0.113
C -2.825 -1.230 -1.276 -0.082
C -3.956 -0.222 -1.202 -0.307
O -3.606 0.851 -0.332 -0.096
H -2.599 -1.624 -0.284 0.062
H -3.085 -2.062 -1.935 0.081
H -1.912 -0.759 -1.648 0.066
H -4.860 -0.690 -0.809 0.112
H -4.180 0.186 -2.192 0.109
H -2.811 1.267 -0.689 0.080
C 6.037 -0.920 -0.781 -0.087
C 4.651 -0.703 -1.357 -0.326
O 4.556 -1.283 -2.656 -0.101
H 6.795 -0.479 -1.432 0.078
H 6.122 -0.473 0.211 0.077
H 6.262 -1.987 -0.706 0.075
H 4.439 0.363 -1.451 0.108
H 3.887 -1.152 -0.714 0.107
H 4.735 -2.228 -2.566 0.091
```

The calculation puts the lowest unoccupied orbital energy at -0.64 eV. The SMILES is CCCOCc1cc2nc(CC=O)cnc2cc1ON=O.CCO.CCO. As for the energy above the lowest of the compared OMol25 structures with the same formula, charge and spin: 7.063 eV. The total energy is -35853.09779 eV.

=====

Record 4
Entry from the Open Molecules 2025 dataset: an isolated molecule of C18H27NO4 at a distorted geometry (ωB97M-V/def2-TZVPD).

```
50
Properties=species:S:1:pos:R:3:lowdin_charge:R:1
C 1.882 -3.818 -2.190 0.026
C 1.931 -2.622 -1.241 -0.488
O 2.492 -1.621 -1.618 0.100
O 1.510 -2.859 0.030 0.027
C 1.360 -1.683 0.853 -0.249
C 2.515 -1.682 1.872 -0.114
C 2.429 -2.785 2.946 -0.193
C 1.116 -2.798 3.699 -0.204
C -0.025 -2.903 2.692 -0.148
C 0.032 -1.715 1.663 -0.211
C -1.177 -1.900 0.731 -0.153
O -1.163 -0.944 -0.327 -0.047
C -1.405 0.367 -0.027 -0.250
C -2.399 0.821 0.879 -0.013
C -2.554 2.186 1.139 -0.065
C -1.798 3.114 0.422 -0.043
C -0.892 2.696 -0.542 -0.207
C -0.138 3.726 -1.342 -0.357
O 0.570 4.584 -0.445 -0.042
C -1.110 4.492 -2.288 -0.135
C -1.896 3.588 -3.246 -0.288
N -1.054 2.984 -4.284 -0.002
C -0.673 1.324 -0.764 0.059
H 0.879 -3.993 -2.509 0.071
H 2.499 -3.610 -3.061 0.087
H 2.190 -4.754 -1.741 0.081
H 1.350 -0.774 0.246 0.139
H 3.470 -1.814 1.325 0.129
H 2.503 -0.686 2.308 0.120
H 2.573 -3.721 2.449 0.105
H 3.245 -2.633 3.631 0.104
H 1.079 -3.696 4.367 0.121
H 1.010 -1.916 4.335 0.114
H 0.012 -3.836 2.136 0.117
H -0.982 -2.872 3.265 0.125
H -0.087 -0.758 2.154 0.147
H -1.104 -2.909 0.303 0.137
H -2.091 -1.860 1.292 0.109
H -3.059 0.146 1.401 0.104
H -3.274 2.452 1.909 0.105
H -1.956 4.182 0.630 0.124
H 0.653 3.222 -1.930 0.143
H 1.069 4.023 0.202 0.121
H -1.824 5.088 -1.668 0.122
H -0.524 5.237 -2.855 0.120
H -2.430 2.838 -2.646 0.101
H -2.679 4.206 -3.744 0.119
H -1.657 2.517 -4.967 0.070
H -0.385 2.337 -3.886 0.051
H -0.036 1.034 -1.556 0.110
```

The calculation puts the lowest unoccupied orbital energy at 0.71 eV. The SMILES is CC(=O)O[C@@H]1CCCC[C@@H]1COc1cccc([C@H](O)CCN)c1. As for the energy above the lowest of the compared OMol25 structures with the same formula, charge and spin: 1.056 eV. The total energy is -28784.27086 eV.

=====

Record 5
Entry from the Open Molecules 2025 dataset: an isolated molecule of C18H27NO4S at a distorted geometry (ωB97M-V/def2-TZVPD).

```
51
Properties=species:S:1:pos:R:3:lowdin_charge:R:1
C 4.535 -2.354 -1.413 -0.042
C 4.983 -1.657 -0.121 -0.561
C 5.787 -2.636 0.747 -0.044
C 5.901 -0.491 -0.499 -0.067
C 3.751 -1.209 0.648 -0.173
C 2.820 -2.158 1.068 -0.013
C 1.683 -1.799 1.763 -0.023
C 1.429 -0.465 2.061 -0.299
C 0.167 -0.077 2.738 -0.163
S -1.230 -0.272 1.560 0.710
O -2.411 0.256 2.185 -0.313
O -1.301 -1.662 1.157 -0.316
C -0.773 0.729 0.105 -0.144
C -1.440 0.170 -1.152 -0.377
O -0.995 -1.121 -1.456 -0.034
C -2.985 0.248 -1.018 -0.070
N -3.548 1.358 -1.748 -0.059
C -4.279 1.166 -2.982 -0.143
C -4.918 2.535 -3.234 -0.153
C -3.974 3.504 -2.524 -0.078
C -3.292 2.651 -1.465 -0.458
O -2.616 3.055 -0.542 0.065
C 2.350 0.488 1.646 -0.043
C 3.493 0.120 0.957 -0.015
H 5.403 -2.667 -1.990 0.084
H 3.932 -3.232 -1.202 0.077
H 3.942 -1.674 -2.021 0.091
H 6.682 -2.956 0.219 0.084
H 5.204 -3.519 0.994 0.076
H 6.087 -2.156 1.676 0.091
H 6.264 0.025 0.387 0.085
H 6.763 -0.871 -1.042 0.084
H 5.387 0.219 -1.142 0.085
H 2.979 -3.203 0.849 0.111
H 0.972 -2.553 2.064 0.116
H 0.142 0.964 3.048 0.110
H -0.089 -0.727 3.571 0.117
H 0.309 0.669 0.027 0.099
H -1.116 1.745 0.291 0.094
H -1.138 0.787 -2.011 0.159
H -1.102 -1.664 -0.653 0.058
H -3.413 -0.673 -1.416 0.139
H -3.257 0.339 0.037 0.114
H -5.021 0.373 -2.866 0.124
H -3.593 0.884 -3.791 0.128
H -5.024 2.749 -4.295 0.108
H -5.905 2.573 -2.773 0.113
H -4.478 4.355 -2.071 0.120
H -3.202 3.886 -3.194 0.124
H 2.177 1.532 1.869 0.119
H 4.179 0.897 0.661 0.102
```

The calculation puts the lowest unoccupied orbital energy at 0.69 eV. The SMILES is CC(C)(C)c1ccc(CS(=O)(=O)C[C@@H](O)CN2CCCC2=O)cc1. As for the energy above the lowest of the compared OMol25 structures with the same formula, charge and spin: 0.354 eV. The total energy is -39620.12446 eV.